Record 1
Density functional theory data (the ωB97M-V functional and the def2-TZVPD basis) for a single C22H33N5O3 molecule.

Values from the calculation:
Total charge ... 0
E_tot ... -1357.6942 a.u.
LUMO energy ... 0.721 eV
Highest occupied orbital energy ... -7.9 eV
Kohn-Sham gap ... 8.64 eV

```
63
C22H33N5O3 (the ωB97M-V functional and the def2-TZVPD basis)
C 4.203 1.755 -2.998
C 2.797 1.932 -2.442
H 2.068 1.874 -3.253
C 2.476 0.855 -1.401
N 1.144 1.002 -0.879
C 0.007 0.382 -1.314
N -1.064 0.746 -0.665
C -0.644 1.672 0.254
C -1.361 2.384 1.204
C -0.666 3.266 2.019
C 0.721 3.435 1.888
C 1.443 2.732 0.947
C 0.754 1.849 0.130
H 2.509 2.873 0.858
H 1.219 4.130 2.541
N -1.409 3.976 2.974
C -0.998 4.893 3.894
O 0.147 5.255 4.046
C -2.164 5.466 4.703
C -2.791 6.601 3.887
H -3.630 7.033 4.427
H -3.147 6.242 2.923
H -2.053 7.380 3.713
C -1.661 5.977 6.049
H -1.280 5.154 6.649
H -0.852 6.685 5.892
H -2.464 6.468 6.595
H -2.912 4.682 4.867
H -2.397 3.765 2.954
H -2.428 2.247 1.298
C 0.001 -0.617 -2.421
N 0.884 -1.736 -2.112
C 1.083 -2.650 -3.224
C -0.126 -3.559 -3.485
N -0.477 -4.255 -2.265
C -0.317 -5.594 -2.188
O -0.004 -6.295 -3.123
O -0.575 -6.073 -0.949
C -0.479 -7.490 -0.818
C -0.774 -7.853 0.625
H -0.711 -8.930 0.750
H -1.773 -7.522 0.898
H -0.057 -7.375 1.287
H -1.195 -7.960 -1.502
H 0.527 -7.808 -1.112
C -0.718 -3.385 -1.135
H -0.900 -3.989 -0.248
C 0.499 -2.472 -0.919
H 0.286 -1.761 -0.120
H 1.358 -3.084 -0.626
H -1.606 -2.777 -1.338
H 0.109 -4.306 -4.243
H -0.986 -2.966 -3.817
H 1.319 -2.074 -4.121
H 1.946 -3.276 -2.977
H -1.046 -0.903 -2.586
H 0.376 -0.148 -3.337
H 2.557 -0.141 -1.843
H 3.181 0.927 -0.567
H 2.700 2.917 -1.980
H 4.418 2.521 -3.738
H 4.306 0.780 -3.470
H 4.941 1.830 -2.202
```

These are the Mulliken partial charges, in e, on atoms 1 to 4: -1.329 -0.046 0.300 -1.199


Record 2
Density functional theory data (the ωB97M-V functional and the def2-TZVPD basis) for a 2-piece molecular cluster, C22H33NO4 overall in a non-equilibrium geometry.

Values from the calculation:
Total charge ... 0
E_tot ... -1213.7095 a.u.
LUMO energy ... -1.712 eV
Highest occupied orbital energy ... -5.7 eV
Kohn-Sham gap ... 3.97 eV

```
60
C22H33NO4 (the ωB97M-V functional and the def2-TZVPD basis)
C -2.300 1.903 4.087
C -1.636 0.652 3.550
C -1.499 0.755 2.035
C -0.950 -0.538 1.418
C 0.435 -0.849 1.810
C 0.741 -2.093 2.511
O 1.706 -2.325 3.228
O -0.230 -3.028 2.315
C 0.001 -4.155 3.170
C -0.980 -5.252 2.853
C 1.393 0.214 2.092
O 2.086 0.346 3.086
O 1.395 1.181 1.127
C 2.386 2.166 1.423
C 2.203 3.343 0.517
H -2.510 1.816 5.148
H -1.646 2.762 3.936
H -3.240 2.092 3.566
H -0.634 0.519 3.973
H -2.212 -0.243 3.816
H -2.466 1.006 1.570
H -0.807 1.564 1.787
H -1.611 -1.372 1.694
H -0.959 -0.449 0.327
H 1.034 -4.508 3.031
H -0.119 -3.839 4.217
H -0.702 -6.135 3.433
H -1.992 -4.955 3.128
H -0.962 -5.522 1.788
H 2.288 2.474 2.466
H 3.377 1.711 1.313
H 3.069 3.997 0.634
H 2.121 3.050 -0.537
H 1.310 3.900 0.813
C 1.979 -1.032 -4.635
C 2.377 -2.035 -3.540
C 1.736 -1.550 -2.232
N 0.751 -0.550 -2.652
C -0.014 0.085 -1.793
C -0.974 1.075 -2.244
C -1.791 0.833 -3.387
C -2.468 1.873 -4.013
C -2.480 3.143 -3.420
C -1.770 3.384 -2.233
C -1.025 2.363 -1.643
C 0.868 -0.151 -4.052
H 2.819 -0.385 -4.895
H 1.609 -1.536 -5.529
H 1.990 -3.028 -3.784
H 3.464 -2.078 -3.444
H 1.276 -2.364 -1.654
H 2.506 -1.103 -1.577
H 0.219 -0.067 -0.730
H -1.863 -0.183 -3.792
H -3.003 1.686 -4.953
H -3.102 3.935 -3.854
H -1.809 4.369 -1.763
H -0.424 2.532 -0.747
H 1.112 0.920 -4.165
H -0.070 -0.326 -4.596
```

These are the Mulliken partial charges, in e, on atoms 1 to 4: -1.385 -0.354 -0.553 -0.527